Entry from the OMol25 dataset: the molecule C23H27N3O6S in a non-equilibrium geometry (ωB97M-V/def2-TZVPD).

Each line ends with the Mulliken charge.
Element x y z (Å)
C -7.455 -0.710 -1.028  -0.72
O -6.776 0.269 -0.275  -0.47
C -5.471 0.113 0.089  0.26
C -4.941 1.203 0.775  -0.77
C -3.639 1.234 1.232  -0.60
C -2.824 0.136 1.001  -0.16
N -1.489 0.058 1.417  0.19
C -0.726 1.002 1.998  0.70
O -1.079 2.109 2.348  -0.70
C 0.728 0.520 2.185  -1.49
N 1.384 0.210 0.932  0.52
C 1.893 1.233 0.113  1.24
C 1.521 2.560 0.298  -0.86
C 2.060 3.559 -0.500  0.28
C 1.667 4.988 -0.284  -1.70
C 2.973 3.222 -1.490  -0.64
C 3.350 1.903 -1.692  0.25
C 4.312 1.534 -2.779  -1.69
C 2.813 0.914 -0.879  -0.52
S 1.281 -1.341 0.345  1.72
O 0.917 -1.350 -1.037  -0.70
O 0.430 -2.073 1.249  -0.82
C 2.911 -2.009 0.507  0.75
C 3.430 -3.119 -0.225  -0.19
C 2.725 -3.912 -1.254  -1.19
N 4.656 -3.357 0.153  -0.75
O 4.976 -2.455 1.113  -0.18
C 3.938 -1.642 1.338  0.42
C 4.089 -0.571 2.349  -1.06
C -3.333 -0.965 0.317  -0.30
C -4.640 -1.001 -0.145  1.01
O -5.156 -2.079 -0.820  -0.46
C -4.316 -3.175 -1.085  -0.92
H -8.453 -0.300 -1.187  0.30
H -7.532 -1.656 -0.488  0.25
H -6.976 -0.883 -1.993  0.26
H -5.597 2.042 0.941  0.42
H -3.260 2.093 1.757  0.52
H -1.039 -0.835 1.232  0.04
H 0.720 -0.398 2.777  0.61
H 1.292 1.294 2.712  0.50
H 0.799 2.830 1.051  0.48
H 2.440 5.505 0.285  0.32
H 1.551 5.504 -1.234  0.40
H 0.735 5.052 0.271  0.36
H 3.391 3.998 -2.115  0.41
H 4.951 2.376 -3.036  0.40
H 3.762 1.241 -3.673  0.32
H 4.935 0.694 -2.480  0.37
H 3.100 -0.112 -1.040  0.27
H 1.986 -4.552 -0.774  0.28
H 2.196 -3.244 -1.931  0.31
H 3.436 -4.528 -1.796  0.40
H 5.088 -0.625 2.774  0.39
H 3.943 0.405 1.888  0.23
H 3.353 -0.690 3.141  0.25
H -2.674 -1.802 0.150  0.54
H -3.453 -2.887 -1.693  0.35
H -3.970 -3.652 -0.162  0.34
H -4.931 -3.880 -1.644  0.24

Computed properties:
- frontier orbital gap (eV) = 8.1
- SMILES string = COc1ccc(NC(=O)CN(c2cc(C)cc(C)c2)S(=O)(=O)c2c(C)noc2C)cc1OC
- relative energy (zero: lowest compared OMol25 entry of this formula, charge and spin) (eV) = 3.5415
- HOMO energy (eV) = -7.6